C4H11NO2 | wB97M-V/def2-TZVPD

Properties
DFT total energy: -364.19313 Ha
Energy above the lowest of the compared OMol25 structures with the same formula, charge and spin: 197.0 kJ/mol
Strongest force on any atom: 2.529 eV/A
Multiplicity: 1
SMILES: CCNCC=O.O
LUMO energy: 0.81 eV

Positions of all 18 atoms, in Å:
C 2.258 -1.827 -0.903
C 0.868 -1.466 -0.401
N 0.359 -0.225 -1.045
C -0.832 0.506 -0.737
C -1.322 0.358 0.707
O -2.436 0.591 1.090
H 2.691 -2.631 -0.324
H 2.876 -0.940 -1.019
H 2.133 -2.184 -1.928
H 1.033 -1.193 0.654
H 0.060 -2.184 -0.513
H 1.145 0.376 -1.227
H -0.642 1.585 -0.804
H -1.702 0.322 -1.376
H -0.518 -0.089 1.331
O -1.717 3.152 2.426
H -1.741 3.220 1.466
H -2.514 2.627 2.602

These are the Löwdin partial charges, in e, on atoms 1 to 8: C -0.09; C -0.28; N -0.09; C -0.19; C -0.25; O 0.04; H 0.07; H 0.07

C20H23BrFN3O2 | wB97M-V/def2-TZVPD

Properties
DFT total energy: -3764.53633 Ha
Energy above the lowest of the compared OMol25 structures with the same formula, charge and spin: 0.0 kJ/mol
Strongest force on any atom: 3.214 eV/A
Multiplicity: 1
SMILES: COc1c(F)cccc1C(=O)N1C[C@@H](C)CC[C@H]1CNc1ccc(Br)cn1
LUMO energy: 0.61 eV

Positions of all 50 atoms, in Å:
C 2.407 -2.291 -1.592
O 1.457 -1.669 -0.737
C 0.626 -2.481 0.001
C -0.012 -3.658 -0.550
F 0.054 -4.021 -1.860
C -0.736 -4.500 0.305
C -0.886 -4.166 1.673
C -0.216 -3.044 2.176
C 0.519 -2.191 1.357
C 1.067 -0.981 2.000
O 1.713 -1.184 3.045
N 0.781 0.342 1.574
C 1.278 1.504 2.309
C 0.149 2.208 3.101
C 0.658 3.559 3.681
C -1.077 2.517 2.253
C -1.501 1.226 1.561
C -0.374 0.638 0.685
C -0.025 1.561 -0.515
N 0.427 0.799 -1.669
C -0.246 0.720 -2.823
C -1.037 1.729 -3.328
C -1.635 1.601 -4.586
C -1.334 0.434 -5.287
Br -1.949 0.242 -7.095
C -0.517 -0.549 -4.715
N -0.029 -0.437 -3.464
H 3.348 -1.700 -1.601
H 2.077 -2.384 -2.620
H 2.663 -3.285 -1.227
H -1.209 -5.393 -0.111
H -1.506 -4.720 2.346
H -0.285 -2.811 3.230
H 1.701 2.197 1.610
H 2.083 1.213 3.007
H -0.154 1.548 3.941
H -0.128 4.046 4.237
H 0.976 4.252 2.910
H 1.476 3.378 4.373
H -0.905 3.325 1.510
H -1.886 2.808 2.914
H -2.358 1.445 0.939
H -1.836 0.518 2.321
H -0.795 -0.294 0.270
H -0.904 2.180 -0.720
H 0.793 2.248 -0.269
H 0.877 -0.095 -1.456
H -1.184 2.634 -2.779
H -2.190 2.401 -5.016
H -0.215 -1.418 -5.313

These are the Löwdin partial charges, in e, on atoms 1 to 8: C -0.05; O -0.13; C -0.15; C -0.16; F 0.06; C 0.01; C -0.05; C -0.01

C7H13PS | wB97M-V/def2-TZVPD

Properties
DFT total energy: -1013.89213 Ha
Energy above the lowest of the compared OMol25 structures with the same formula, charge and spin: 428.7 kJ/mol
Strongest force on any atom: 4.187 eV/A
Multiplicity: 1
LUMO energy (spin up / spin down): 0.39 / -2.04 eV

Positions of all 22 atoms, in Å:
C 0.250 0.618 -1.282
C -0.821 -0.111 -1.106
C 1.088 1.180 -0.120
C 1.628 0.159 0.813
C 0.170 2.193 0.601
C 2.437 -0.959 0.240
C -2.186 -2.150 0.260
P -1.830 -0.333 0.488
S -3.519 0.660 0.040
H 0.589 0.996 -2.202
H -1.479 -0.307 -1.875
H 1.853 1.621 -0.696
H 1.043 -0.026 1.606
H 0.777 2.797 1.449
H -0.778 1.831 0.969
H -0.276 2.854 -0.026
H 3.349 -0.858 0.757
H 2.471 -0.807 -0.939
H 1.983 -1.878 0.401
H -2.183 -2.389 -0.776
H -1.465 -2.744 0.782
H -3.101 -2.347 0.615

These are the Löwdin partial charges, in e, on atoms 1 to 8: C -0.14; C -0.29; C -0.39; C -0.10; C -0.09; C -0.09; C -0.30; P 0.49

C3H4NaO3 | wB97M-V/def2-TZVPD

Properties
DFT total energy: -504.52716 Ha
Energy above the lowest of the compared OMol25 structures with the same formula, charge and spin: 442.7 kJ/mol
Strongest force on any atom: 2.197 eV/A
Multiplicity: 2
LUMO energy (spin up / spin down): -0.50 / -0.57 eV

Positions of all 11 atoms, in Å:
C 1.059 1.893 -1.241
C 0.943 0.590 -1.595
O 0.039 -0.222 -0.948
C 0.152 -1.540 -1.053
O -0.651 -1.996 -0.116
Na -1.164 0.033 1.233
H 2.011 2.394 -1.423
H 0.154 2.509 -1.348
H -0.662 -2.962 -0.132
O -0.153 1.937 1.203
H -0.529 2.784 0.958

These are the Löwdin partial charges, in e, on atoms 1 to 8: C 0.03; C -0.07; O -0.13; C -0.10; O 0.02; Na 0.61; H 0.06; H 0.07